The following is a DFT calculation (wB97M-V/def2-TZVPD) of a 2-piece molecular cluster, C2H3N2O2 overall at a distorted geometry.

**Multiplicity**: 3
**Orbital gap (spin up / spin down)**: 10.003 / 5.604 eV
**Strongest force on any atom**: 0.158 hartree/bohr
**Energy relative to the best compared isomer or geometry (same formula, charge and spin)**: 61.0 kcal/mol
**Net charge**: +1

Cartesian coordinates (Å):
C  1.91  0.07  -0.18
C  -1.35  -0.51  0.46
N  0.97  0.58  -0.80
N  -1.20  0.68  0.35
O  2.73  -0.25  0.57
O  -1.13  1.79  0.14
H  -0.99  -1.35  -0.14
H  -1.72  -1.17  1.32
H  0.79  0.18  -1.71

---

The following is a DFT calculation (wB97M-V/def2-TZVPD) of one molecule with the formula C2H3N2OP at a distorted geometry.

**Orbital gap (spin up / spin down)**: 5.799 / 7.695 eV
**Strongest force on any atom**: 0.042 hartree/bohr
**Energy relative to the best compared isomer or geometry (same formula, charge and spin)**: 119.2 kcal/mol

Cartesian coordinates (Å):
C  -1.17  0.04  -0.11
C  1.25  2.22  1.20
N  -0.67  1.20  0.27
N  0.44  1.60  0.59
O  -0.64  -1.11  -0.37
P  0.78  -1.92  -0.42
H  -2.24  0.06  -0.28
H  2.15  2.74  1.04
H  0.11  -3.06  -0.87

---

The following is a DFT calculation (wB97M-V/def2-TZVPD) of one molecule with the formula C2H3N2OP at a distorted geometry.

**Orbital gap (spin up / spin down)**: 6.798 / 6.967 eV
**Strongest force on any atom**: 0.051 hartree/bohr
**Energy relative to the best compared isomer or geometry (same formula, charge and spin)**: 104.8 kcal/mol

Cartesian coordinates (Å):
C  -0.33  -1.10  0.06
C  -1.55  -0.34  0.10
N  0.84  -0.59  -0.01
N  1.07  0.61  -0.36
O  2.14  1.22  0.24
P  -1.67  1.32  -0.01
H  -0.38  -2.18  0.06
H  -2.44  -0.95  0.20
H  2.31  2.01  -0.29

---

The following is a DFT calculation (wB97M-V/def2-TZVPD) of one molecule with the formula C2H3N2P at a distorted geometry.

**Orbital gap (spin up / spin down)**: 7.944 / 8.519 eV
**Strongest force on any atom**: 0.073 hartree/bohr
**Energy relative to the best compared isomer or geometry (same formula, charge and spin)**: 134.9 kcal/mol

Cartesian coordinates (Å):
C  1.45  0.62  -0.62
C  0.65  -1.39  0.89
N  0.22  0.95  -0.65
N  -0.94  0.43  -0.11
P  -0.91  -1.03  0.83
H  0.05  1.65  -1.26
H  -1.76  1.11  -0.25
H  1.23  -2.35  1.17

---

The following is a DFT calculation (wB97M-V/def2-TZVPD) of C2H3N2P as an isolated structure at a distorted geometry.

**Multiplicity**: 3
**Orbital gap (spin up / spin down)**: 8.213 / 6.206 eV
**Strongest force on any atom**: 0.107 hartree/bohr
**Energy relative to the best compared isomer or geometry (same formula, charge and spin)**: 123.4 kcal/mol

Cartesian coordinates (Å):
C  1.35  1.36  0.10
C  2.36  0.64  0.08
N  -0.52  1.08  0.30
N  -0.25  -0.18  0.76
P  1.22  -0.88  0.15
H  -0.59  1.16  -0.68
H  -0.53  -0.24  1.73
H  0.77  -1.02  -1.14

---

The following is a DFT calculation (wB97M-V/def2-TZVPD) of C2H3N2P3 as an isolated structure at a distorted geometry.

**Orbital gap**: 7.321 eV
**Strongest force on any atom**: 0.081 hartree/bohr
**Energy relative to the best compared isomer or geometry (same formula, charge and spin)**: 55.2 kcal/mol

Cartesian coordinates (Å):
C  -0.71  0.60  -0.76
C  -1.18  -0.44  0.35
N  1.44  1.05  0.52
N  2.92  -1.23  0.74
P  0.35  1.91  -0.18
P  -0.12  -1.19  -0.97
P  1.69  -0.56  0.20
H  -1.55  0.79  -1.53
H  -0.56  -0.15  1.18
H  -2.29  -0.77  0.42

---

The following is a DFT calculation (wB97M-V/def2-TZVPD) of C2H3N3O as an isolated structure.

**Orbital gap**: 9.752 eV
**Strongest force on any atom**: 0.016 hartree/bohr
**Energy relative to the best compared isomer or geometry (same formula, charge and spin)**: 128.5 kcal/mol

Cartesian coordinates (Å):
N  -1.62  -0.31  0.04
C  -0.27  -0.19  0.04
N  0.55  -1.08  0.52
O  1.81  -0.58  0.42
N  1.73  0.64  -0.28
C  0.45  0.94  -0.54
H  -1.99  -1.23  0.22
H  -2.10  0.22  -0.68
H  1.44  1.60  0.26

---

The following is a DFT calculation (wB97M-V/def2-TZVPD) of one molecule with the formula C2H3N3O at a distorted geometry.

**Orbital gap (spin up / spin down)**: 8.264 / 8.272 eV
**Strongest force on any atom**: 0.042 hartree/bohr
**Energy relative to the best compared isomer or geometry (same formula, charge and spin)**: 129.2 kcal/mol

Cartesian coordinates (Å):
C  -1.35  -0.02  0.07
C  0.22  -0.04  0.01
N  0.35  -1.04  0.71
O  2.58  -0.39  0.19
N  2.28  0.57  -0.49
N  1.00  0.87  -0.67
H  -1.57  0.94  0.53
H  -1.63  -0.09  -0.98
H  -1.88  -0.80  0.63

---

The following is a DFT calculation (wB97M-V/def2-TZVPD) of one molecule with the formula C2H3N3O.

**Orbital gap**: 10.304 eV
**Structure (SMILES)**: Oc1ncn[nH]1
**Strongest force on any atom**: 0.007 hartree/bohr
**Energy relative to the best compared isomer or geometry (same formula, charge and spin)**: 7.9 kcal/mol

Cartesian coordinates (Å):
O  -1.93  -0.43  0.24
C  -0.61  -0.23  0.07
N  0.30  -1.05  -0.39
C  1.43  -0.28  -0.31
N  1.26  0.93  0.18
N  -0.08  0.95  0.40
H  -2.25  -0.99  -0.47
H  2.41  -0.63  -0.60
H  -0.52  1.72  0.89

---

The following is a DFT calculation (wB97M-V/def2-TZVPD) of one molecule with the formula C2H3N3O.

**Orbital gap**: 10.459 eV
**Structure (SMILES)**: Oc1nc[nH]n1
**Strongest force on any atom**: 0.016 hartree/bohr
**Energy relative to the best compared isomer or geometry (same formula, charge and spin)**: 14.3 kcal/mol

Cartesian coordinates (Å):
O  2.13  -0.45  -0.27
C  0.85  -0.07  -0.17
N  -0.01  -1.07  -0.44
C  -1.16  -0.55  -0.14
N  -1.04  0.72  0.23
N  0.31  1.08  0.23
H  2.82  0.17  -0.01
H  -2.10  -1.08  -0.11
H  -1.79  1.24  0.66

---

The following is a DFT calculation (wB97M-V/def2-TZVPD) of one molecule with the formula C2H3N3O.

**Orbital gap**: 9.929 eV
**Structure (SMILES)**: O=c1[nH]cn[nH]1
**Strongest force on any atom**: 0.013 hartree/bohr
**Energy relative to the best compared isomer or geometry (same formula, charge and spin)**: 1.6 kcal/mol

Cartesian coordinates (Å):
O  -1.57  1.59  0.08
C  -0.75  0.69  -0.02
N  0.65  0.79  0.01
C  1.16  -0.49  -0.01
N  0.23  -1.38  -0.10
N  -0.93  -0.66  -0.17
H  1.13  1.67  -0.03
H  2.16  -0.78  0.24
H  -1.80  -1.15  -0.04

---

The following is a DFT calculation (wB97M-V/def2-TZVPD) of C2H3N3O as an isolated structure at a distorted geometry.

**Orbital gap**: 9.367 eV
**Strongest force on any atom**: 0.040 hartree/bohr
**Energy relative to the best compared isomer or geometry (same formula, charge and spin)**: 98.4 kcal/mol

Cartesian coordinates (Å):
O  -0.33  -2.27  -0.09
C  -0.41  -0.97  0.14
N  0.22  -0.29  0.99
N  0.57  0.94  0.76
C  -0.35  1.25  -0.93
N  -0.74  0.17  -1.31
H  0.61  -2.54  -0.10
H  0.64  1.41  1.68
H  -0.20  2.30  -1.14

---

The following is a DFT calculation (wB97M-V/def2-TZVPD) of C2H3N3O as an isolated structure at a distorted geometry.

**Orbital gap**: 10.622 eV
**Strongest force on any atom**: 0.226 hartree/bohr
**Energy relative to the best compared isomer or geometry (same formula, charge and spin)**: 79.5 kcal/mol

Cartesian coordinates (Å):
C  -0.34  -0.70  0.20
C  0.18  0.86  -0.97
H  0.17  1.55  -1.89
H  1.88  1.46  -0.15
H  0.01  0.68  1.87
N  -0.39  -0.16  -1.02
N  0.82  1.28  0.11
N  0.71  0.01  1.00
O  -1.14  -1.58  0.52

---

The following is a DFT calculation (wB97M-V/def2-TZVPD) of one molecule with the formula C2H3N3O at a distorted geometry.

**Orbital gap**: 9.493 eV
**Strongest force on any atom**: 0.027 hartree/bohr
**Energy relative to the best compared isomer or geometry (same formula, charge and spin)**: 35.5 kcal/mol

Cartesian coordinates (Å):
N  0.26  0.88  1.26
C  -0.10  0.73  -0.05
C  0.40  -0.55  -0.65
N  -0.47  -1.38  -1.14
N  -1.23  -2.13  -1.52
O  -0.74  1.56  -0.66
H  -0.12  1.67  1.75
H  0.52  0.07  1.80
H  1.44  -0.76  -0.84

---

The following is a DFT calculation (wB97M-V/def2-TZVPD) of C2H3N3O as an isolated structure.

**Orbital gap**: 10.168 eV
**Strongest force on any atom**: 0.005 hartree/bohr
**Energy relative to the best compared isomer or geometry (same formula, charge and spin)**: 75.2 kcal/mol

Cartesian coordinates (Å):
O  -1.90  -0.59  0.14
C  -0.65  -0.09  0.11
N  0.49  -0.92  0.29
C  1.45  -0.10  -0.17
N  0.99  1.07  -0.64
N  -0.32  1.08  -0.47
H  -2.45  0.00  -0.39
H  2.50  -0.34  -0.11
H  -0.11  -0.16  1.24

---

The following is a DFT calculation (wB97M-V/def2-TZVPD) of one molecule with the formula C2H3N3O at a distorted geometry.

**Orbital gap (spin up / spin down)**: 8.573 / 8.570 eV
**Structure (SMILES)**: [O-]/[NH+]=C/C1N=N1
**Strongest force on any atom**: 0.058 hartree/bohr
**Energy relative to the best compared isomer or geometry (same formula, charge and spin)**: 113.0 kcal/mol

Cartesian coordinates (Å):
O  2.71  0.33  -0.02
N  1.47  -0.04  -0.04
C  0.26  0.52  0.05
C  -0.93  -0.32  0.03
N  -2.16  0.22  0.57
N  -2.13  0.16  -0.64
H  1.40  -1.07  -0.14
H  0.18  1.59  0.11
H  -0.80  -1.39  0.07

---

The following is a DFT calculation (wB97M-V/def2-TZVPD) of one molecule with the formula C2H3N3O at a distorted geometry.

**Orbital gap**: 10.958 eV
**Structure (SMILES)**: Oc1nc[nH]n1
**Strongest force on any atom**: 0.032 hartree/bohr
**Energy relative to the best compared isomer or geometry (same formula, charge and spin)**: 17.7 kcal/mol

Cartesian coordinates (Å):
O  2.25  -0.19  0.11
C  0.90  -0.02  0.09
N  0.09  -1.08  -0.12
C  -1.11  -0.56  -0.03
N  -1.06  0.75  0.23
N  0.31  1.14  0.32
H  2.61  -0.18  -0.79
H  -2.03  -1.11  -0.13
H  -1.95  1.26  0.33

---

The following is a DFT calculation (wB97M-V/def2-TZVPD) of one molecule with the formula C2H3N3O at a distorted geometry.

**Orbital gap**: 10.514 eV
**Structure (SMILES)**: Oc1c[nH]nn1
**Strongest force on any atom**: 0.048 hartree/bohr
**Energy relative to the best compared isomer or geometry (same formula, charge and spin)**: 51.8 kcal/mol

Cartesian coordinates (Å):
O  2.15  0.25  -0.20
C  0.79  0.16  -0.06
C  -0.33  0.98  0.07
N  -1.43  -0.07  0.18
N  -0.89  -1.27  0.07
N  0.38  -1.16  -0.05
H  2.39  -0.70  -0.26
H  -0.59  2.05  0.17
H  -2.48  -0.24  0.07

---

The following is a DFT calculation (wB97M-V/def2-TZVPD) of a 2-piece molecular cluster, C2H3N3O2 overall at a distorted geometry.

**Orbital gap (spin up / spin down)**: 8.650 / 8.651 eV
**Strongest force on any atom**: 0.031 hartree/bohr
**Energy relative to the best compared isomer or geometry (same formula, charge and spin)**: 85.8 kcal/mol

Cartesian coordinates (Å):
N  1.65  0.47  -0.79
C  0.49  0.07  -0.19
N  0.77  -0.14  1.26
O  -0.07  -0.77  1.82
C  -2.44  -0.18  1.18
O  -2.97  -1.15  0.87
N  -0.68  -0.08  -0.63
H  1.61  0.88  -1.71
H  2.43  0.71  -0.21
H  -0.80  0.21  -1.60

---

The following is a DFT calculation (wB97M-V/def2-TZVPD) of a 2-piece molecular cluster, C2H3N3O2 overall at a distorted geometry.

**Orbital gap**: 8.781 eV
**Strongest force on any atom**: 0.029 hartree/bohr
**Energy relative to the best compared isomer or geometry (same formula, charge and spin)**: 81.7 kcal/mol

Cartesian coordinates (Å):
N  0.78  1.09  -1.31
C  0.12  0.48  -0.29
N  0.92  0.70  0.96
O  0.45  0.16  1.92
C  -1.33  -2.15  1.89
O  -0.47  -2.79  1.50
N  -0.95  -0.19  -0.25
H  0.31  1.27  -2.18
H  1.56  1.69  -1.07
H  -1.39  -0.28  -1.17